Entry from the Open Molecules 2025 dataset: C25H21F3N4O2Rh as an isolated structure (the ωB97M-V functional and the def2-TZVPD basis).

```
! RIJCOSX wB97M-V def2-TZVPD def2/J DEFGRID3
* xyz -1 1
Rh -0.203 0.447 0.417
F -1.959 -1.523 1.778
F -3.074 0.193 1.109
F -1.880 0.334 2.901
O 1.184 1.468 3.084
O -1.831 2.263 -1.112
N 2.558 -0.777 0.340
N 1.527 -0.938 1.027
N 0.446 1.736 1.936
N -1.148 2.125 -0.076
C -1.523 -1.200 -1.961
C 2.366 1.807 -2.869
C -1.851 -0.155 1.592
C 3.593 0.237 -1.542
C -0.931 3.153 0.740
C 0.084 3.942 2.942
C 1.757 -1.777 2.169
C 0.757 -1.857 3.126
C 2.152 -3.281 4.475
C -2.723 -3.758 -4.412
C -3.627 -3.015 -5.158
C 2.464 0.120 -0.721
C -3.135 -1.087 -3.799
C 1.286 0.846 -0.925
C -3.828 -1.676 -4.843
C -2.026 -3.174 -3.364
C 1.258 1.680 -2.047
C 3.151 -3.202 3.509
C 3.545 1.094 -2.619
C -2.220 -1.828 -3.038
C -1.527 4.494 0.458
C -0.990 -0.606 -1.049
C 2.963 -2.455 2.362
C -0.093 2.902 1.883
C 0.959 -2.607 4.279
H 1.434 0.542 2.981
H 2.320 2.466 -3.729
H 3.734 -2.388 1.609
H -1.323 -3.755 -2.781
H -4.171 -3.473 -5.974
H 4.087 -3.727 3.653
H 4.474 -0.352 -1.318
H -2.559 -4.804 -4.646
H -2.167 4.833 1.278
H 0.170 -2.659 5.018
H -2.129 4.418 -0.443
H -0.758 5.256 0.300
H -0.849 4.054 3.499
H -4.533 -1.085 -5.417
H -0.172 -1.336 2.976
H 4.401 1.203 -3.273
H -3.286 -0.047 -3.542
H 0.316 4.906 2.488
H 0.346 2.218 -2.279
H 0.873 3.666 3.634
H 2.310 -3.862 5.375
*
```

For the total energy, the calculation gives -1744.82629 Ha. As for the HOMO energy: -4.586 eV. For the largest force on an atom, the calculation gives 0.7 eV/Å. The molar mass is 569.37 g/mol. The value obtained for the orbital gap is 6.5 eV. The energy above the lowest of the compared OMol25 structures with the same formula, charge and spin is 0.662 eV. The calculation puts the LUMO energy at 1.918 eV.

---

Entry from the Open Molecules 2025 dataset: C25H21FN2O4 in the gas phase (the ωB97M-V functional and the def2-TZVPD basis).

```
! RIJCOSX wB97M-V def2-TZVPD def2/J DEFGRID3
* xyz 0 1
F 7.006 -3.558 0.164
O -2.837 -1.200 -1.193
O 1.725 -0.519 -1.925
O -2.006 -0.325 0.705
O -0.342 1.496 -1.109
N 1.443 1.970 0.214
N 0.512 -0.933 -0.047
C -5.762 -2.585 -0.858
C -0.064 4.232 1.193
C -0.295 3.611 -0.032
C -4.931 -1.715 1.217
C -0.568 -1.609 -0.724
C 2.169 0.798 0.019
C -1.622 5.497 -0.724
C 6.127 -2.535 0.236
C -4.978 -1.667 -0.171
C 3.427 0.700 0.476
C -1.091 4.247 -0.981
C -1.882 -0.959 -0.313
C 6.603 -1.251 0.430
C -4.144 -0.665 -0.922
C -1.376 6.117 0.490
C 4.320 -0.441 0.387
C 4.774 -2.800 0.131
C -6.498 -3.531 -0.166
C 5.695 -0.215 0.509
C -0.606 5.479 1.449
C 1.441 -0.256 -0.781
C 0.238 2.265 -0.371
C -6.451 -3.572 1.217
C -5.665 -2.664 1.907
C 3.876 -1.753 0.210
H 1.916 2.706 0.722
H 3.855 1.575 0.954
H -2.230 5.988 -1.469
H -4.312 -1.010 1.752
H -7.025 -4.311 1.756
H -0.430 5.954 2.403
H 2.821 -1.960 0.146
H -1.277 3.743 -1.917
H -5.795 -2.556 -1.937
H 0.508 3.736 1.965
H 4.436 -3.815 -0.008
H -4.029 0.259 -0.346
H 6.056 0.793 0.657
H 7.664 -1.078 0.516
H -0.420 -1.523 -1.802
H -1.791 7.092 0.694
H 0.220 -0.522 0.833
H -4.571 -0.449 -1.903
H -5.624 -2.694 2.986
H -7.108 -4.239 -0.708
H -0.602 -2.669 -0.446
*
```

For the total energy, the calculation gives -1475.65042 Ha. As for the HOMO energy: -8.057 eV. For the largest force on an atom, the calculation gives 0.8 eV/Å. The molar mass is 432.45 g/mol. As for the SMILES: O=C(CNC(=O)/C(=C\c1ccc(F)cc1)NC(=O)c1ccccc1)OCc1ccccc1. The value obtained for the orbital gap is 8.3 eV. The energy above the lowest of the compared OMol25 structures with the same formula, charge and spin is 0.695 eV. The calculation puts the LUMO energy at 0.236 eV.

---

Entry from the Open Molecules 2025 dataset: C25H21N3O3 in the gas phase (the ωB97M-V functional and the def2-TZVPD basis).

```
! RIJCOSX wB97M-V def2-TZVPD def2/J DEFGRID3
* xyz 0 1
O -0.152 1.650 -0.968
O -7.861 -1.271 0.457
O -4.479 1.481 -1.408
N -0.244 -0.138 0.459
N 4.653 0.598 0.245
N -1.560 -0.454 0.565
C -8.287 -2.327 1.284
C 6.169 -4.079 -0.463
C -5.450 2.203 -2.126
C -3.857 -0.227 0.091
C 4.824 2.910 0.698
C 4.699 -1.726 -0.216
C -4.875 0.461 -0.609
C -5.535 -1.671 1.083
C 4.980 -3.925 -1.156
C 4.248 -2.758 -1.035
C 2.547 -0.424 -0.215
C 6.631 -3.053 0.346
C 4.243 4.139 0.838
C 5.905 -1.885 0.467
C 2.630 1.942 0.217
C 1.884 0.770 -0.072
C 0.397 0.833 -0.258
C -4.220 -1.281 0.924
C -6.193 0.070 -0.450
C 2.858 4.295 0.671
C 4.036 1.782 0.383
C 3.954 -0.469 -0.062
C -2.476 0.172 -0.070
C -6.532 -0.991 0.391
C 2.064 3.222 0.371
H 2.005 -1.329 -0.445
H -8.031 -2.144 2.333
H 6.253 -1.075 1.089
H -5.994 1.559 -2.825
H -2.292 1.005 -0.740
H -9.370 -2.365 1.180
H 6.736 -4.993 -0.558
H 1.002 3.346 0.233
H 7.562 -3.167 0.883
H 4.624 -4.717 -1.799
H -5.769 -2.493 1.739
H -7.001 0.565 -0.963
H 4.848 5.002 1.077
H 0.322 -0.740 1.045
H -3.433 -1.796 1.452
H -6.161 2.696 -1.456
H 2.420 5.276 0.781
H -4.898 2.957 -2.685
H -7.859 -3.284 0.967
H 5.885 2.764 0.819
H 3.336 -2.645 -1.603
*
```

For the total energy, the calculation gives -1355.23890 Ha. As for the HOMO energy: -7.916 eV. For the largest force on an atom, the calculation gives 0.9 eV/Å. The molar mass is 411.46 g/mol. As for the SMILES: COc1ccc(/C=N/NC(=O)c2cc(-c3ccccc3)nc3ccccc23)c(OC)c1. The value obtained for the orbital gap is 7.7 eV. The energy above the lowest of the compared OMol25 structures with the same formula, charge and spin is 0.857 eV. The calculation puts the LUMO energy at -0.169 eV.

---

Entry from the Open Molecules 2025 dataset: C25H21N6OPd as an isolated structure (the ωB97M-V functional and the def2-TZVPD basis).

```
! RIJCOSX wB97M-V def2-TZVPD def2/J DEFGRID3
* xyz 1 1
Pd 0.177 -0.541 -0.397
O -0.249 1.313 -0.116
N 2.679 -1.100 -0.753
N 0.064 -2.593 -0.481
N -1.584 -0.831 -1.300
N 1.429 0.106 1.178
N -2.055 -1.984 -1.387
N 0.827 1.141 1.907
C -4.191 2.226 -2.454
C -1.118 -2.991 -0.990
C 3.277 -1.115 0.439
C 3.248 -1.750 -1.761
C -1.009 4.774 3.067
C -4.680 1.162 -1.706
C 4.465 -1.794 0.674
C 0.931 -3.542 -0.121
C -0.562 -5.286 -0.809
C -3.834 0.136 -1.318
C -0.308 3.654 2.652
C -2.847 2.287 -2.802
C 2.604 -0.277 1.484
C -1.982 1.285 -2.394
C 3.357 0.158 2.694
C 5.054 -2.474 -0.383
C -1.875 3.349 0.848
C 4.442 -2.447 -1.627
C 0.649 -4.895 -0.270
C -2.143 5.181 2.377
C -0.002 1.726 1.106
C -1.480 -4.307 -1.173
C -0.741 2.937 1.539
C -2.576 4.468 1.268
C -2.498 0.221 -1.673
H -0.668 5.332 3.929
H -2.687 6.057 2.704
H 2.814 0.942 3.211
H 5.981 -3.012 -0.236
H -4.193 -0.700 -0.734
H -2.204 2.790 -0.015
H -2.470 3.124 -3.374
H 4.351 0.516 2.427
H 2.730 -1.712 -2.713
H 1.861 -3.208 0.312
H -0.927 1.330 -2.622
H -3.460 4.783 0.730
H -2.449 -4.539 -1.587
H 4.917 -1.792 1.656
H 1.385 -5.620 0.044
H -5.724 1.131 -1.426
H 3.480 -0.688 3.374
H 4.879 -2.945 -2.481
H 0.575 3.328 3.183
H -0.801 -6.332 -0.940
H -4.860 3.019 -2.759
*
```

For the total energy, the calculation gives -1496.69996 Ha. As for the HOMO energy: -11.076 eV. For the largest force on an atom, the calculation gives 0.9 eV/Å. The molar mass is 527.90 g/mol. The value obtained for the orbital gap is 6.7 eV. The energy above the lowest of the compared OMol25 structures with the same formula, charge and spin is 0.000 eV. The calculation puts the LUMO energy at -4.339 eV.

---

Question: Which value of energy above the lowest of the compared OMol25 structures with the same formula, charge and spin does entry 3 give?
Answer: 0.857 eV

---

Question: What is the energy above the lowest of the compared OMol25 structures with the same formula, charge and spin in the second record?
Answer: 0.695 eV

---

Copy entry 3 word for word.
Entry from the Open Molecules 2025 dataset: C25H21N3O3 in the gas phase (the ωB97M-V functional and the def2-TZVPD basis).

```
! RIJCOSX wB97M-V def2-TZVPD def2/J DEFGRID3
* xyz 0 1
O -0.152 1.650 -0.968
O -7.861 -1.271 0.457
O -4.479 1.481 -1.408
N -0.244 -0.138 0.459
N 4.653 0.598 0.245
N -1.560 -0.454 0.565
C -8.287 -2.327 1.284
C 6.169 -4.079 -0.463
C -5.450 2.203 -2.126
C -3.857 -0.227 0.091
C 4.824 2.910 0.698
C 4.699 -1.726 -0.216
C -4.875 0.461 -0.609
C -5.535 -1.671 1.083
C 4.980 -3.925 -1.156
C 4.248 -2.758 -1.035
C 2.547 -0.424 -0.215
C 6.631 -3.053 0.346
C 4.243 4.139 0.838
C 5.905 -1.885 0.467
C 2.630 1.942 0.217
C 1.884 0.770 -0.072
C 0.397 0.833 -0.258
C -4.220 -1.281 0.924
C -6.193 0.070 -0.450
C 2.858 4.295 0.671
C 4.036 1.782 0.383
C 3.954 -0.469 -0.062
C -2.476 0.172 -0.070
C -6.532 -0.991 0.391
C 2.064 3.222 0.371
H 2.005 -1.329 -0.445
H -8.031 -2.144 2.333
H 6.253 -1.075 1.089
H -5.994 1.559 -2.825
H -2.292 1.005 -0.740
H -9.370 -2.365 1.180
H 6.736 -4.993 -0.558
H 1.002 3.346 0.233
H 7.562 -3.167 0.883
H 4.624 -4.717 -1.799
H -5.769 -2.493 1.739
H -7.001 0.565 -0.963
H 4.848 5.002 1.077
H 0.322 -0.740 1.045
H -3.433 -1.796 1.452
H -6.161 2.696 -1.456
H 2.420 5.276 0.781
H -4.898 2.957 -2.685
H -7.859 -3.284 0.967
H 5.885 2.764 0.819
H 3.336 -2.645 -1.603
*
```

For the total energy, the calculation gives -1355.23890 Ha. As for the HOMO energy: -7.916 eV. For the largest force on an atom, the calculation gives 0.9 eV/Å. The molar mass is 411.46 g/mol. As for the SMILES: COc1ccc(/C=N/NC(=O)c2cc(-c3ccccc3)nc3ccccc23)c(OC)c1. The value obtained for the orbital gap is 7.7 eV. The energy above the lowest of the compared OMol25 structures with the same formula, charge and spin is 0.857 eV. The calculation puts the LUMO energy at -0.169 eV.